1.
ORCA calculation (wB97M-V/def2-TZVPD) on a 4-piece molecular cluster, C47H57F5N4O5S2 overall in a non-equilibrium geometry.

```
120
Properties=species:S:1:pos:R:3:forces:R:3
C 0.98117 2.80135 5.09017 -0.72 -0.31 -1.39
C -0.46981 3.30084 4.42439 1.16 -0.25 1.34
C -1.60503 2.27875 5.01527 -0.26 0.97 0.50
C -2.86786 1.97725 4.01771 -0.51 -1.70 2.02
O -2.67904 2.38896 2.61897 -0.75 1.24 2.76
N -2.42646 1.25247 1.94672 0.85 -2.80 -5.21
C -3.62595 0.74993 1.17014 -4.10 -1.91 -1.39
C -4.72264 -0.17273 2.01188 -1.17 0.05 -3.42
C -6.06614 -0.80474 1.28523 3.31 2.84 -2.20
C -6.30952 -0.50355 -0.30944 1.68 1.26 1.35
C -7.65351 -1.20649 -1.00583 1.96 0.13 -0.13
C -7.11517 -2.68896 -1.55257 -1.68 0.36 -0.45
C -8.29705 -3.55058 -2.32029 1.44 0.28 0.01
O -6.67461 -3.48377 -0.39584 1.89 0.44 -1.86
C -5.31871 -4.02683 -0.56986 1.85 -0.99 1.20
C -4.48963 -4.06881 0.88114 2.19 0.36 3.49
C -4.86778 -5.04829 2.14028 3.28 2.68 0.51
C -3.97719 -4.96052 3.55088 1.18 2.25 -2.14
C -2.69317 -3.92635 3.75291 -2.39 -0.08 -4.21
C -2.29707 -2.97266 2.47820 -3.15 -2.87 0.22
C -3.18269 -3.06150 1.09285 -0.61 -1.54 2.55
C -5.28616 0.44057 -1.22144 0.74 -1.23 4.75
C -3.96071 1.04107 -0.40860 -1.50 -1.74 1.79
S -2.72002 2.14891 -1.34930 0.35 -1.82 1.99
C -1.07913 1.75281 -0.47817 2.00 -0.80 1.44
C -1.17166 1.33128 1.10463 4.54 -0.12 -1.56
C 0.28157 0.93643 1.83285 -0.29 1.26 -4.41
C 1.69954 1.02336 0.95095 -3.40 0.66 -0.99
C 1.74039 1.45622 -0.65603 -3.01 -0.03 2.41
C 3.19325 1.47719 -1.48374 -1.01 -1.27 -0.15
C 4.45214 0.90317 -0.60341 0.03 0.35 0.39
C 4.42006 -0.71335 -0.32074 0.24 -0.58 0.51
C 4.48812 -1.65141 -1.66635 -0.90 1.09 -0.12
S 5.49761 -3.24510 -1.43147 4.33 -5.24 -4.73
O 5.14241 -4.31321 -2.53844 -0.07 4.15 4.25
O 7.04299 -2.99783 -1.58675 -5.90 0.46 1.76
O 5.15955 -4.02911 0.06836 -0.28 0.94 -1.98
C 0.28668 1.84185 -1.38643 0.82 -1.06 3.32
C 0.29472 2.28191 -2.97449 -0.48 0.06 -0.13
C 0.50028 1.01707 -4.01969 -0.06 0.62 -0.65
C -0.50822 -0.24891 -3.75145 -0.51 -0.04 -0.72
C 0.06729 -1.70523 -4.25506 0.22 0.08 -0.84
F 1.54593 -1.80895 -4.27070 -4.20 0.29 0.05
F -0.40523 -1.99446 -5.65551 1.51 0.60 4.20
C -0.46627 -2.91423 -3.24338 0.79 -1.66 0.38
F 0.18627 -4.19793 -3.68831 -2.78 4.19 1.72
F -1.95862 -3.00719 -3.25615 5.32 0.11 0.26
F 0.03231 -2.66585 -1.85373 -2.04 -0.84 -4.64
H 1.80977 3.28005 4.41322 -1.27 -0.82 1.75
H 1.07002 3.04955 6.23044 -0.05 -0.46 -2.32
H 1.02584 1.62320 4.90181 0.10 2.53 0.65
H -0.30712 3.25712 3.26665 -0.74 0.09 2.24
H -0.65080 4.41572 4.80653 0.22 -2.42 -1.11
H -1.07359 1.29389 5.38718 -1.17 1.83 -1.04
H -2.06724 2.77368 5.99835 1.08 -1.08 -2.09
H -3.87499 2.38133 4.50802 2.19 -0.36 -1.54
H -3.00011 0.79110 3.99701 0.25 2.72 0.05
H -4.58921 -0.44894 3.16557 -0.08 0.79 -2.93
H -6.83021 -1.45852 1.90815 1.86 1.51 -1.57
H -8.51114 -1.30327 -0.20911 1.73 0.17 -1.69
H -7.96367 -0.54231 -1.94468 0.48 -1.51 2.13
H -6.28330 -2.45424 -2.34198 -1.23 -0.61 1.70
H -7.76038 -4.54431 -2.70774 -1.42 2.10 0.87
H -8.62241 -2.91516 -3.25189 0.28 -1.36 1.85
H -9.16198 -3.80114 -1.57175 1.63 0.53 -1.63
H -5.30192 -5.14773 -0.96227 -0.45 2.28 0.76
H -4.63029 -3.42024 -1.30016 -1.56 -0.83 1.39
H -5.75043 -5.82259 2.08499 1.97 1.80 0.09
H -4.24251 -5.63506 4.49420 0.46 1.52 -2.46
H -2.06356 -3.85364 4.75916 -1.66 -0.33 -2.43
H -1.36717 -2.25201 2.62582 -2.28 -1.58 -0.70
H -2.86328 -2.31843 0.21905 -0.89 -1.82 2.03
H -5.47945 0.65266 -2.37894 0.56 -0.48 2.95
H 0.28532 0.61005 2.96061 0.04 0.74 -2.50
H 2.67550 0.74137 1.57093 -2.32 0.74 -1.71
H 3.40911 2.52550 -1.97170 -0.46 -2.01 1.22
H 3.03633 0.70766 -2.38069 0.32 1.73 1.76
H 5.45916 1.17574 -1.15126 -2.03 -0.57 1.03
H 4.47031 1.45665 0.45421 0.03 -1.23 -2.35
H 5.35564 -1.00178 0.34291 -1.84 0.77 -1.33
H 3.46850 -1.03330 0.29719 1.90 0.75 -1.34
H 3.42443 -2.01045 -2.03063 2.25 0.55 0.80
H 5.01279 -1.07332 -2.56737 -0.81 -1.64 2.00
H 4.71471 -4.92481 -0.09293 0.86 1.73 -0.38
H -0.71192 2.81979 -3.32018 2.07 -1.20 1.22
H 1.14986 3.08369 -3.19674 -1.76 -1.90 0.68
H 0.20992 1.44699 -5.09395 0.85 -0.93 2.32
H 1.63836 0.74410 -4.06256 -2.34 0.19 0.18
H -1.48849 -0.04174 -4.40047 2.16 -0.72 1.43
H -0.87831 -0.35938 -2.64420 1.06 0.25 -2.00
C 8.25958 -6.22325 0.11527 -0.10 0.37 -0.11
C 8.92170 -6.94660 1.13586 0.24 -0.02 0.38
C 9.58691 -6.03225 1.92162 0.09 -0.16 0.10
N 9.35324 -4.78310 1.40808 -0.06 -0.10 0.00
C 8.54033 -4.88924 0.30969 0.05 0.12 -0.07
H 7.64338 -6.63123 -0.67542 0.11 0.11 0.09
H 8.91356 -8.01896 1.28230 0.02 0.18 0.00
H 10.20596 -6.16336 2.79909 -0.10 -0.03 -0.16
H 9.72219 -3.91832 1.78180 -0.17 -0.36 -0.18
H 8.23335 -4.00895 -0.23900 0.08 -0.30 0.11
C 1.55090 3.56159 -7.68159 -0.32 0.11 -0.24
C 2.29167 3.65712 -6.47935 0.05 0.16 0.37
C 1.84596 4.77499 -5.81028 0.06 -0.02 0.07
N 0.86563 5.35989 -6.56893 -0.04 -0.04 0.03
C 0.67506 4.62382 -7.70929 0.02 -0.04 -0.07
H 1.64519 2.79950 -8.44425 -0.03 0.14 0.12
H 3.06634 2.98267 -6.13804 -0.11 0.12 -0.05
H 2.14261 5.20388 -4.86244 -0.01 -0.07 -0.17
H 0.36118 6.20227 -6.32490 0.20 -0.34 -0.10
H -0.06436 4.91901 -8.44165 0.15 -0.07 0.10
C 0.48078 7.91440 6.15315 -0.35 -0.05 -0.19
C 1.88871 7.77012 6.14045 0.34 -0.12 -0.19
C 2.23323 7.21169 4.92992 0.06 -0.02 0.06
N 1.08214 7.00960 4.21378 0.02 0.04 -0.01
C 0.00893 7.44021 4.94953 -0.08 -0.02 0.06
H -0.12363 8.32146 6.95335 0.09 -0.07 -0.15
H 2.57723 8.04468 6.92915 -0.11 -0.05 -0.15
H 3.19626 6.94033 4.51846 -0.16 0.05 0.11
H 1.03261 6.60666 3.28705 0.00 0.15 0.37
H -0.99608 7.37106 4.55535 0.16 0.02 0.09
```
Positions in Å, forces in eV/Å.

DFT total energy (eV): -101082.3010
E_HOMO (eV): -7.710
Molar mass (g/mol): 917.12
F_max (eV/Å): 8.278
Multiplicity: 1
Total charge: 0
E_LUMO (eV): -0.5

Atom charges from the Löwdin analysis, given in e for atoms 1 to 4: C -0.149; C -0.242; C -0.184; C -0.166

---

2.
ORCA calculation (wB97M-V/def2-TZVPD) on C47H57IrN8O3SSi as an isolated structure in a non-equilibrium geometry.

```
118
Properties=species:S:1:pos:R:3:forces:R:3
Ir 0.13983 0.39722 -0.28860 0.44 1.15 0.30
O 3.65920 -2.46353 -0.12950 -0.06 -0.10 0.08
C 3.56863 -2.66707 1.20131 0.08 -0.05 -0.17
C 4.48003 -3.57124 1.74944 0.03 0.03 0.04
C 4.45667 -3.85157 3.09716 0.03 -0.03 0.02
C 3.53364 -3.22947 3.93891 -0.03 0.04 0.01
C 2.63827 -2.33148 3.40492 0.00 -0.01 0.02
C 2.62975 -2.03806 2.03332 -0.24 0.13 -0.08
C 1.61317 -1.10713 1.50112 0.23 -0.36 0.12
O 1.66660 -0.82153 0.21886 0.06 -0.13 0.11
N 0.71527 -0.62482 2.31961 -0.46 0.21 -0.42
N -0.14739 0.26270 1.64516 0.19 -0.76 0.38
C -1.18789 0.65494 2.27385 -0.14 0.27 0.17
C -2.22001 1.50422 1.70363 0.12 -0.23 0.26
C -3.27640 1.88308 2.55183 0.15 -0.09 0.04
C -4.30243 2.68257 2.11412 -0.09 0.10 -0.19
C -4.29397 3.13574 0.78824 -0.17 0.00 0.25
C -3.28265 2.77258 -0.06497 0.43 -0.17 -0.07
C -2.22505 1.94955 0.37243 -0.19 0.29 -0.13
O -1.27021 1.68845 -0.52579 -0.40 -0.24 -0.55
H 2.97614 -1.81808 -0.37746 0.02 0.06 0.01
H 5.19615 -4.03779 1.08598 -0.03 -0.01 0.00
H 5.16208 -4.56505 3.50444 0.01 0.03 -0.01
H 3.52269 -3.44884 4.99756 0.00 0.01 -0.01
H 1.91572 -1.83122 4.03511 0.01 -0.02 0.00
H -1.30203 0.28884 3.29242 0.03 0.21 0.03
H -3.25085 1.54685 3.58310 -0.02 0.00 -0.03
H -5.10363 2.96506 2.78284 0.03 0.02 0.01
H -5.08494 3.78679 0.43872 -0.01 -0.04 -0.02
H -3.25117 3.11719 -1.09110 -0.01 0.02 0.02
C -0.95761 0.35430 -3.13765 0.01 -0.02 -0.13
N -0.81223 0.29603 -4.57557 0.05 -0.06 0.01
C 0.03058 1.40905 -5.02307 0.02 -0.02 0.04
N 1.35541 1.34929 -4.40526 0.02 -0.07 0.01
C 1.20572 1.39831 -2.96762 -0.16 0.18 -0.20
N 0.37447 0.28225 -2.43235 -0.21 0.13 0.03
C 1.03418 -0.99830 -2.86618 0.06 0.03 -0.08
N 1.17722 -1.06245 -4.30360 -0.03 0.02 -0.07
C -0.14529 -0.96254 -4.92962 0.05 0.06 0.07
C 1.98609 0.07321 -4.75893 -0.05 0.02 0.05
H -1.54677 -0.49369 -2.79936 -0.01 -0.02 0.04
H -1.44362 1.28163 -2.83929 0.05 0.02 0.00
H -0.44817 2.35182 -4.75322 0.00 0.01 -0.01
H 0.13802 1.36208 -6.10665 -0.01 0.01 -0.01
H 0.74214 2.34201 -2.67159 0.00 -0.04 0.01
H 2.17579 1.29839 -2.50704 -0.03 -0.03 0.02
H 0.42663 -1.83249 -2.51792 -0.01 -0.01 -0.01
H 2.01673 -1.04551 -2.39551 0.02 0.05 0.02
H -0.76128 -1.80318 -4.60561 -0.01 0.00 0.01
H -0.02570 -1.00480 -6.01194 -0.01 -0.04 -0.01
H 2.09859 0.01914 -5.84156 0.01 -0.02 0.00
H 2.97216 0.01926 -4.29405 0.01 0.01 0.00
C -2.14094 -4.92480 2.22571 -0.03 0.00 0.02
C -3.27879 -4.54078 3.17303 0.11 0.05 -0.06
C -3.20702 -3.12159 3.74309 -0.06 -0.05 -0.02
C -3.55618 -2.01181 2.75859 0.09 -0.04 -0.03
N -2.50821 -1.85478 1.75479 0.00 -0.02 0.05
C -2.62567 -1.70062 0.43891 0.16 0.08 0.29
S -1.17200 -1.77775 -0.49621 -0.05 -0.29 -0.31
N -3.82690 -1.56069 -0.10194 -0.12 -0.01 -0.13
C -4.12993 -1.45402 -1.53461 0.11 -0.01 0.02
C -3.97009 -2.75365 -2.31991 -0.12 -0.06 0.12
C -5.12663 -3.74103 -2.16043 0.07 0.01 0.09
C -5.31564 -4.27408 -0.73995 0.00 0.00 -0.05
H -2.17141 -5.99292 2.00973 0.00 0.01 0.00
H -1.16755 -4.70948 2.67478 -0.01 0.00 -0.01
H -2.19016 -4.40068 1.27043 0.01 0.00 0.01
H -3.27201 -5.23297 4.01666 -0.05 -0.01 -0.01
H -4.24098 -4.67239 2.66690 -0.01 -0.04 0.05
H -2.20898 -2.93729 4.15762 -0.04 0.02 0.03
H -3.91455 -3.03668 4.57047 0.05 0.01 0.04
H -3.69681 -1.06382 3.28438 -0.04 0.04 -0.02
H -4.50013 -2.26264 2.27223 0.00 -0.01 -0.01
H -1.55409 -1.95941 2.07244 0.04 -0.13 0.01
H -4.61958 -1.60748 0.51628 0.00 0.04 0.02
H -3.49724 -0.67026 -1.94694 0.01 0.03 0.00
H -5.16347 -1.11066 -1.59722 0.02 0.07 0.01
H -3.03431 -3.23286 -2.02391 0.04 0.02 -0.06
H -3.87489 -2.48465 -3.37482 0.02 -0.01 0.00
H -4.93682 -4.58423 -2.82706 -0.05 0.01 -0.02
H -6.05464 -3.27249 -2.50124 0.01 -0.03 -0.03
H -4.37135 -4.63908 -0.32626 -0.02 0.02 0.01
H -6.02396 -5.10247 -0.73019 0.00 0.01 0.00
H -5.71403 -3.51267 -0.06434 0.01 -0.01 0.00
C 0.34869 6.22181 -1.65626 -0.01 0.02 -0.01
C -0.45116 5.45452 -0.81923 0.01 0.02 0.02
C 0.04863 4.29055 -0.25998 0.12 0.08 0.03
C 1.34717 3.85125 -0.53531 0.00 0.16 -0.29
C 2.14886 4.65745 -1.35293 -0.07 -0.02 0.04
C 1.65449 5.83157 -1.90707 0.03 0.00 0.03
Si 1.99942 2.27128 0.20536 -0.66 -0.72 -0.23
C 2.39079 2.63204 1.99858 -0.06 -0.06 0.21
C 3.34836 3.65379 2.09606 -0.04 -0.04 -0.03
C 3.81301 4.09070 3.32416 0.03 0.06 -0.03
C 3.32980 3.51745 4.49158 0.02 0.00 0.04
C 2.38382 2.51001 4.41840 -0.04 0.00 -0.05
C 1.91468 2.07349 3.18350 0.16 0.27 0.07
C 3.58332 1.63660 -0.54509 0.17 -0.17 -0.03
C 4.30199 0.74698 0.26459 0.05 0.09 -0.04
C 5.49237 0.17774 -0.16301 -0.03 0.01 0.03
C 6.00108 0.50026 -1.41025 0.02 0.02 -0.06
C 5.30646 1.37597 -2.23629 0.02 -0.04 0.02
C 4.10752 1.92889 -1.81365 0.18 0.00 0.17
H -0.03906 7.13221 -2.09477 0.00 0.00 0.00
H -1.46307 5.76933 -0.59576 0.01 0.01 0.02
H -0.57627 3.72680 0.41617 0.00 0.04 0.03
H 3.17917 4.38747 -1.54503 -0.02 0.00 -0.01
H 2.29544 6.44479 -2.52738 -0.01 -0.01 -0.01
H 3.73986 4.11814 1.19539 0.01 0.00 0.03
H 4.55203 4.88012 3.36985 0.00 0.00 0.00
H 3.69087 3.85884 5.45309 0.01 -0.01 0.00
H 2.00587 2.05478 5.32539 -0.01 0.01 -0.01
H 1.18577 1.28838 3.16921 0.02 -0.05 0.07
H 3.92569 0.49452 1.25138 0.07 0.04 0.00
H 6.01452 -0.52364 0.47497 0.01 0.03 0.01
H 6.93886 0.07310 -1.74142 -0.02 -0.02 -0.01
H 5.69709 1.62508 -3.21514 0.01 0.01 0.02
H 3.58065 2.58574 -2.49325 0.11 0.09 0.03
```
Positions in Å, forces in eV/Å.

Expectation value of S²: 0.759
DFT total energy (eV): -89276.3250
E_HOMO (alpha / beta) (eV): -10.412 / -10.445
Molar mass (g/mol): 1034.40
F_max (eV/Å): 1.264
Multiplicity: 2
Total charge: +1
E_LUMO (alpha / beta) (eV): -2.6 / -4.7

Atom charges from the Löwdin analysis, given in e for atoms 1 to 4: Ir 1.239; O 0.068; C -0.257; C -0.003